The following is a DFT calculation (wB97M-V/def2-TZVPD) of a single C3H4OS2 molecule at a distorted geometry.

Structure (XYZ):
```
10
Properties=species:S:1:pos:R:3
C -2.33 -1.23 -1.39
S -1.58 0.20 -0.63
C 0.18 -0.17 -0.28
O 0.75 -1.24 -0.40
C 0.91 1.00 0.35
S 2.13 0.73 1.63
H -3.33 -0.84 -1.91
H -1.69 -1.75 -2.26
H -2.53 -2.02 -0.74
H 0.32 1.97 0.07
```

Summary:
Largest force on an atom   5.62 eV/A
Energy above the lowest of the compared OMol25 structures with the same formula, charge and spin   243.3 kJ/mol
E_tot   -988.239534 Ha
Structure (SMILES)   CSC(=O)C=S
Kohn-Sham gap   0.2749 Ha

Atomic partial charges in e from the Mulliken method, atoms 1 to 4: C -0.75; S -0.07; C 0.64; O -0.47

***

The following is a DFT calculation (wB97M-V/def2-TZVPD) of a single C3H4OS3 molecule at a distorted geometry.

Structure (XYZ):
```
11
Properties=species:S:1:pos:R:3
O -1.50 -1.00 0.89
C -0.96 -0.74 -0.20
S -0.73 -1.99 -1.49
C -0.46 0.56 -0.72
S -0.11 1.90 0.43
C 1.32 1.18 1.24
S 2.17 -0.23 1.15
H -0.79 -2.93 -0.34
H 0.44 0.47 -1.29
H -1.32 0.91 -1.56
H 1.95 1.87 1.88
```

Summary:
Largest force on an atom   3.65 eV/A
Energy above the lowest of the compared OMol25 structures with the same formula, charge and spin   138.6 kJ/mol
E_tot   -1386.452178 Ha
Structure (SMILES)   O=C(S)CSC=S
Kohn-Sham gap   0.3127 Ha

Atomic partial charges in e from the Mulliken method, atoms 1 to 4: O -0.50; C 0.74; S -0.27; C -0.92

***

The following is a DFT calculation (wB97M-V/def2-TZVPD) of a single C3H4P2 molecule at a distorted geometry.

Structure (XYZ):
```
9
Properties=species:S:1:pos:R:3
C 0.60 1.58 -0.31
C 1.23 0.49 -0.31
C -1.16 -0.82 0.06
P -2.31 0.37 0.11
P 0.60 -1.25 -0.37
H -0.37 2.20 -0.20
H 2.26 0.43 -0.42
H -1.57 -1.79 0.42
H 0.72 -1.22 1.01
```

Summary:
Largest force on an atom   4.48 eV/A
Energy above the lowest of the compared OMol25 structures with the same formula, charge and spin   369.4 kJ/mol
E_tot   -799.202078 Ha
Kohn-Sham gap (spin up / spin down)   0.2842 / 0.2724 Ha

Atomic partial charges in e from the Mulliken method, atoms 1 to 4: C -0.57; C -0.04; C -0.26; P -0.11

***

The following is a DFT calculation (wB97M-V/def2-TZVPD) of a single C3H4P2 molecule at a distorted geometry.

Structure (XYZ):
```
9
Properties=species:S:1:pos:R:3
C -1.43 0.82 -0.64
C -0.18 0.48 -0.36
C 0.54 -0.31 0.57
P 2.20 -0.71 -0.34
P 1.40 1.25 -0.03
H -1.65 1.81 -0.95
H -2.31 0.39 -0.12
H 0.07 -0.58 1.44
H 3.40 -0.65 0.62
```

Summary:
Largest force on an atom   2.35 eV/A
Energy above the lowest of the compared OMol25 structures with the same formula, charge and spin   124.8 kJ/mol
E_tot   -799.295254 Ha
Structure (SMILES)   C=C1[C@H]2[PH]#P12
Kohn-Sham gap   0.3210 Ha

Atomic partial charges in e from the Mulliken method, atoms 1 to 4: C -0.54; C 0.15; C -0.42; P -0.12

***

The following is a DFT calculation (wB97M-V/def2-TZVPD) of a single C3H4S2 molecule at a distorted geometry.

Structure (XYZ):
```
9
Properties=species:S:1:pos:R:3
C -0.21 -0.30 1.68
C 0.43 -0.34 0.50
S 1.15 1.02 -0.34
C 0.12 0.66 -1.71
S -1.03 -0.49 -1.76
H -0.82 -1.10 2.17
H -0.25 0.57 2.19
H 0.43 -1.17 -0.04
H 0.20 1.15 -2.69
```

Summary:
Largest force on an atom   5.12 eV/A
Energy above the lowest of the compared OMol25 structures with the same formula, charge and spin   152.5 kJ/mol
E_tot   -913.002417 Ha
Structure (SMILES)   C=CSC=S
Kohn-Sham gap   0.3059 Ha

Atomic partial charges in e from the Mulliken method, atoms 1 to 4: C -0.52; C -0.40; S -0.05; C -0.11

***

The following is a DFT calculation (wB97M-V/def2-TZVPD) of a molecular structure, C3H4S2 at a distorted geometry.

Structure (XYZ):
```
9
Properties=species:S:1:pos:R:3
C -0.02 0.00 -1.69
C 0.25 0.45 -0.19
C -0.29 -0.44 0.79
H -1.33 -0.57 -1.92
H 0.55 0.63 -2.29
H 0.90 -1.08 -1.75
H 0.18 -0.49 1.71
S 1.66 1.42 0.10
S -1.66 -1.33 0.58
```

Summary:
Largest force on an atom   5.58 eV/A
Energy above the lowest of the compared OMol25 structures with the same formula, charge and spin   371.0 kJ/mol
E_tot   -912.919180 Ha
Kohn-Sham gap   0.2464 Ha

Atomic partial charges in e from the Mulliken method, atoms 1 to 4: C -0.95; C 0.21; C -0.22; H 0.28

***

The following is a DFT calculation (wB97M-V/def2-TZVPD) of a molecular structure, C3H4S2 at a distorted geometry.

Structure (XYZ):
```
9
Properties=species:S:1:pos:R:3
C -2.50 0.12 -0.53
C -1.29 0.86 -0.46
C 0.88 0.22 -0.07
S -2.42 1.44 0.75
S -2.20 0.89 -2.00
H -2.78 -0.92 -0.26
H 1.08 -0.69 -0.84
H 0.58 -0.15 0.84
H 1.21 1.19 -0.34
```

Summary:
Largest force on an atom   6.17 eV/A
Energy above the lowest of the compared OMol25 structures with the same formula, charge and spin   481.6 kJ/mol
E_tot   -912.877069 Ha
Kohn-Sham gap   0.2941 Ha

Atomic partial charges in e from the Mulliken method, atoms 1 to 4: C -0.30; C 0.08; C -0.63; S -0.18

***

The following is a DFT calculation (wB97M-V/def2-TZVPD) of a single C3H4S2 molecule at a distorted geometry.

Structure (XYZ):
```
9
Properties=species:S:1:pos:R:3
C -1.45 0.18 -0.03
C 1.93 0.60 -0.17
C -0.83 -0.96 -0.07
S -3.13 0.30 -0.06
S 1.06 -1.00 -0.07
H -0.73 0.99 -0.16
H 1.37 1.48 0.21
H 2.92 0.38 0.20
H -1.14 -1.97 0.16
```

Summary:
Largest force on an atom   5.69 eV/A
Energy above the lowest of the compared OMol25 structures with the same formula, charge and spin   319.2 kJ/mol
E_tot   -912.938917 Ha
Kohn-Sham gap (spin up / spin down)   0.2979 / 0.2349 Ha

Atomic partial charges in e from the Mulliken method, atoms 1 to 4: C -0.19; C -0.63; C -0.16; S -0.19

***

The following is a DFT calculation (wB97M-V/def2-TZVPD) of a single C3H4S2 molecule at a distorted geometry.

Structure (XYZ):
```
9
Properties=species:S:1:pos:R:3
C 1.15 -0.84 0.76
S 0.98 0.93 1.00
C -0.62 1.15 -0.45
C -1.60 0.45 -0.92
S -1.32 2.32 -1.52
H 2.09 -1.24 0.31
H 0.29 -1.11 0.12
H 1.23 -1.27 1.80
H -2.21 -0.39 -1.10
```

Summary:
Largest force on an atom   3.82 eV/A
Energy above the lowest of the compared OMol25 structures with the same formula, charge and spin   363.6 kJ/mol
E_tot   -912.922013 Ha
Structure (SMILES)   CSC1=CS1
Kohn-Sham gap   0.2763 Ha

Atomic partial charges in e from the Mulliken method, atoms 1 to 4: C -0.57; S -0.03; C -0.03; C -0.23

***

The following is a DFT calculation (wB97M-V/def2-TZVPD) of 2 unconnected molecules or ions with the total composition C3H5B at a distorted geometry.

Structure (XYZ):
```
9
Properties=species:S:1:pos:R:3
B -0.66 0.94 0.01
C -0.60 -0.27 -0.96
C 0.67 0.69 0.72
C 0.28 -0.61 0.20
H -1.38 -1.04 -0.91
H -0.08 0.00 -1.90
H 1.30 1.17 -0.07
H 0.99 0.85 1.85
H -0.52 -1.73 1.06
```

Summary:
Largest force on an atom   4.52 eV/A
Energy above the lowest of the compared OMol25 structures with the same formula, charge and spin   403.3 kJ/mol
E_tot   -141.917133 Ha
Kohn-Sham gap   0.2791 Ha

Atomic partial charges in e from the Mulliken method, atoms 1 to 4: B 0.01; C -0.48; C -0.27; C -0.35

***

The following is a DFT calculation (wB97M-V/def2-TZVPD) of a single C3H5BN2O3 molecule at a distorted geometry.

Structure (XYZ):
```
14
Properties=species:S:1:pos:R:3
C 2.83 0.30 -0.62
C 1.46 0.19 0.02
N 1.25 0.46 1.33
O -0.04 0.30 1.55
C -0.60 -0.12 0.36
B -2.14 -0.37 0.20
O -2.89 -0.04 1.21
O -2.45 -0.91 -0.97
N 0.31 -0.10 -0.59
H 2.96 0.02 -1.62
H 2.93 1.40 -0.63
H 3.57 -0.10 0.18
H -3.89 -0.13 1.10
H -3.32 -0.89 -1.51
```

Summary:
Largest force on an atom   4.15 eV/A
Energy above the lowest of the compared OMol25 structures with the same formula, charge and spin   1.3 kJ/mol
E_tot   -477.455581 Ha
Structure (SMILES)   Cc1noc(B(O)O)n1
Kohn-Sham gap   0.3573 Ha

Atomic partial charges in e from the Mulliken method, atoms 1 to 4: C -0.98; C 0.63; N -0.41; O -0.04

***

The following is a DFT calculation (wB97M-V/def2-TZVPD) of a molecular structure, C3H5BaLiO3 at a distorted geometry.

Structure (XYZ):
```
13
Properties=species:S:1:pos:R:3
O -1.88 0.41 0.11
C -2.62 1.09 1.00
C -1.69 -1.01 0.28
O -3.04 2.18 0.71
O 0.49 -0.53 -0.53
C -0.58 -1.43 -0.67
H -2.64 -1.53 0.09
H -1.35 -1.20 1.31
H -0.99 -1.50 -1.69
H -0.28 -2.46 -0.40
H -2.63 0.68 2.03
Li -0.15 1.19 -0.67
Ba 3.26 -1.09 -0.59
```

Summary:
Largest force on an atom   1.71 eV/A
E_tot   -375.986298 Ha
Kohn-Sham gap   0.1390 Ha

Atomic partial charges in e from the Mulliken method, atoms 1 to 4: O -0.32; C 0.22; C -0.39; O -0.48

***

The following is a DFT calculation (wB97M-V/def2-TZVPD) of a molecular structure, C3H5BaLiO3 at a distorted geometry.

Structure (XYZ):
```
13
Properties=species:S:1:pos:R:3
H -0.59 1.50 -1.92
O 0.51 -1.16 0.74
C 1.09 -0.25 1.64
C 0.54 1.16 1.56
O 0.97 1.85 0.35
C 0.28 2.01 -0.71
O -0.75 1.16 -0.87
Li 1.41 -2.76 0.79
Ba -1.33 -1.05 -0.55
H 2.18 -0.20 1.50
H 0.91 -0.57 2.69
H 0.98 1.77 2.36
H -0.55 1.21 1.64
```

Summary:
Largest force on an atom   3.77 eV/A
E_tot   -375.427197 Ha
Kohn-Sham gap   0.3062 Ha
Total charge   +2

Atomic partial charges in e from the Mulliken method, atoms 1 to 4: H 0.59; O -0.99; C -0.20; C -0.65

***

The following is a DFT calculation (wB97M-V/def2-TZVPD) of a molecular structure, C3H5BiO4 at a distorted geometry.

Structure (XYZ):
```
13
Properties=species:S:1:pos:R:3
O 0.60 -0.11 2.31
C -0.43 -0.25 1.67
C 2.02 -0.25 0.08
O -1.56 0.28 1.78
O -0.31 -0.76 0.34
C 0.88 -0.79 -0.36
H 2.94 -0.83 0.00
H 2.06 0.78 0.45
H 0.86 -1.60 -1.09
H -0.70 1.21 -1.50
O -1.72 1.15 -1.39
H -2.13 1.44 -2.20
Bi -2.51 -0.28 -0.08
```

Summary:
Largest force on an atom   6.50 eV/A
Energy above the lowest of the compared OMol25 structures with the same formula, charge and spin   151.0 kJ/mol
E_tot   -632.500647 Ha
Expectation value of S²   0.753
Kohn-Sham gap (spin up / spin down)   0.2583 / 0.2829 Ha
Total charge   +1
Multiplicity   2

Atomic partial charges in e from the Mulliken method, atoms 1 to 4: O -0.46; C 0.89; C -0.48; O -0.57

***

The following is a DFT calculation (wB97M-V/def2-TZVPD) of a molecular structure, C3H5Br2ClS at a distorted geometry.

Structure (XYZ):
```
12
Properties=species:S:1:pos:R:3
C 1.06 -0.43 0.99
C -1.24 -0.37 -0.53
C -2.87 0.67 0.79
S -0.41 -1.40 0.59
Cl -2.86 2.47 0.34
Br -2.26 0.40 2.59
Br -4.38 -0.14 0.32
H 2.10 -0.82 0.59
H 1.23 -0.31 2.03
H 0.92 0.54 0.49
H -2.04 -0.99 -1.03
H -0.94 0.51 -1.18
```

Summary:
Largest force on an atom   4.69 eV/A
Energy above the lowest of the compared OMol25 structures with the same formula, charge and spin   226.3 kJ/mol
E_tot   -6123.592660 Ha
Kohn-Sham gap   0.2953 Ha

Atomic partial charges in e from the Mulliken method, atoms 1 to 4: C -0.73; C -0.66; C -0.05; S 0.06

***

The following is a DFT calculation (wB97M-V/def2-TZVPD) of a molecular structure, C3H5Br2IO5P2Pt at a distorted geometry.

Structure (XYZ):
```
19
Properties=species:S:1:pos:R:3
C -2.67 -1.68 2.71
C -1.93 -1.66 1.21
Br -2.20 -3.23 0.01
C -1.13 -0.42 0.86
Br -1.02 1.03 2.24
O -0.53 -0.40 -0.48
P 0.50 0.97 -0.74
O -0.29 2.38 -0.77
O 1.83 0.99 0.44
O 1.32 0.90 -2.31
P 2.92 1.61 -2.04
O 3.83 1.59 -3.57
I 2.71 4.04 -1.49
H -3.03 -2.79 2.89
H -3.57 -0.91 2.61
H -1.94 -1.41 3.59
H 1.93 0.00 0.66
H 4.55 2.30 -3.47
Pt -1.27 -3.29 -2.34
```

Summary:
Largest force on an atom   7.40 eV/A
E_tot   -6740.317322 Ha
Kohn-Sham gap   0.0798 Ha
Total charge   +2

Atomic partial charges in e from the Mulliken method, atoms 1 to 4: C -1.10; C 0.42; Br -0.12; C 0.18

***

The following is a DFT calculation (wB97M-V/def2-TZVPD) of a molecular structure, C3H5BrF2O at a distorted geometry.

Structure (XYZ):
```
12
Properties=species:S:1:pos:R:3
C -0.66 0.60 0.37
C -0.71 -0.61 -0.61
C -0.51 1.00 -2.81
O 0.01 -0.45 -1.80
F -1.70 1.39 -2.25
F 0.37 1.86 -2.49
Br -0.59 0.63 -4.64
H -1.04 1.49 -0.06
H -1.24 0.28 1.18
H 0.38 0.79 0.56
H -1.86 -0.85 -1.00
H -0.08 -1.44 -0.25
```

Summary:
Largest force on an atom   5.61 eV/A
Energy above the lowest of the compared OMol25 structures with the same formula, charge and spin   219.2 kJ/mol
E_tot   -2966.194915 Ha
Kohn-Sham gap   0.3725 Ha

Atomic partial charges in e from the Mulliken method, atoms 1 to 4: C -1.10; C -0.13; C 0.51; O -0.44

***

The following is a DFT calculation (wB97M-V/def2-TZVPD) of 2 unconnected molecules or ions with the total composition C3H5BrN2 at a distorted geometry.

Structure (XYZ):
```
11
Properties=species:S:1:pos:R:3
N 1.19 -0.09 -0.03
C 0.07 0.47 -0.64
C -0.73 -0.34 -1.31
Br -1.94 0.53 -2.46
H 1.29 -1.10 -0.05
H 1.36 0.31 0.87
H -0.28 1.46 -0.56
H -0.56 -1.30 -1.73
C -2.00 -0.61 1.48
N -1.08 -1.13 1.95
H -2.89 -0.17 1.20
```

Summary:
Largest force on an atom   3.73 eV/A
Energy above the lowest of the compared OMol25 structures with the same formula, charge and spin   48.7 kJ/mol
E_tot   -2800.769956 Ha
Structure (SMILES)   N/C=C/Br.C#N
Kohn-Sham gap   0.3413 Ha

Atomic partial charges in e from the Mulliken method, atoms 1 to 4: N -0.48; C -0.08; C -0.52; Br -0.19

***

The following is a DFT calculation (wB97M-V/def2-TZVPD) of 2 unconnected molecules or ions with the total composition C3H5BrN2O4 at a distorted geometry.

Structure (XYZ):
```
15
Properties=species:S:1:pos:R:3
C -1.95 1.74 1.16
C -1.81 0.66 1.90
C 1.24 -0.22 -1.00
N 1.53 -1.45 -0.53
N -0.06 -0.13 -1.63
O 2.92 -1.59 -0.40
O 0.82 -2.35 -0.24
O -0.41 1.02 -1.78
O -0.67 -1.14 -1.92
Br 2.52 1.07 -1.23
H -1.45 1.83 0.16
H 3.27 -2.57 -0.20
H -2.48 2.66 1.25
H -1.20 -0.12 1.53
H -2.28 0.58 2.93
```

Summary:
Largest force on an atom   3.34 eV/A
Energy above the lowest of the compared OMol25 structures with the same formula, charge and spin   175.7 kJ/mol
E_tot   -3101.491077 Ha
Kohn-Sham gap (spin up / spin down)   0.3176 / 0.3176 Ha

Atomic partial charges in e from the Mulliken method, atoms 1 to 4: C -0.39; C -0.31; C 0.02; N 0.83

***

The following is a DFT calculation (wB97M-V/def2-TZVPD) of a gas-phase ion, C3H5BrN3 (charge +1) at a distorted geometry.

Structure (XYZ):
```
12
Properties=species:S:1:pos:R:3
C 0.29 1.18 -0.16
N 0.63 -0.16 0.03
N -0.19 -1.23 -0.09
C 0.57 -2.30 -0.16
N 1.83 -1.99 0.03
C 1.92 -0.66 0.12
Br 3.52 0.28 0.05
H 0.64 1.59 -1.08
H -0.73 1.35 -0.01
H 0.93 1.71 0.61
H -1.07 -1.12 -0.58
H 0.18 -3.29 -0.21
```

Summary:
Largest force on an atom   3.75 eV/A
Energy above the lowest of the compared OMol25 structures with the same formula, charge and spin   16.9 kJ/mol
E_tot   -2855.301448 Ha
Structure (SMILES)   C[n+]1[nH]cnc1Br
Kohn-Sham gap   0.3877 Ha
Total charge   +1

Atomic partial charges in e from the Mulliken method, atoms 1 to 4: C -0.77; N 0.26; N -0.23; C -0.02